{"formula": "C18H15N3O4S2", "method": "ωB97M-V with the def2-TZVPD basis set", "smiles": "CCOc1cc(/C=C2\\SC(=S)N(NC(=O)c3cccnc3)C2=O)ccc1O", "homo_energy_ha": -0.29857, "e_lumo_ev": -0.81, "e_above_lowest_kcal_mol": 12.2, "elements": ["C", "C", "O", "C", "C", "C", "C", "C", "C", "O", "H", "H", "H", "C", "C", "C", "O", "N", "C", "S", "S", "N", "C", "O", "C", "C", "C", "C", "N", "C", "H", "H", "H", "H", "H", "H", "H", "H", "H", "H", "H", "H"], "coordinates": [[-3.64621, -0.11264, 4.88171], [-2.39067, -0.30768, 5.72417], [-1.59466, 0.86055, 5.79435], [-0.84179, 1.23468, 4.71126], [-0.63989, 0.51115, 3.55817], [0.17539, 1.00776, 2.52362], [0.78451, 2.25489, 2.68992], [0.59142, 2.98315, 3.84436], [-0.21503, 2.49220, 4.86176], [-0.39835, 3.20908, 5.98722], [-0.98763, 2.71067, 6.57298], [1.05815, 3.94489, 3.98159], [1.41509, 2.65768, 1.91489], [0.32730, 0.19480, 1.35453], [0.99659, 0.41691, 0.20010], [0.98975, -0.59231, -0.85988], [0.46968, -1.68008, -0.83231], [1.72546, -0.12566, -1.94849], [2.27525, 1.12459, -1.86769], [3.15472, 1.81313, -3.05232], [1.93150, 1.81736, -0.29805], [1.71642, -0.82013, -3.13733], [0.65118, -0.66075, -3.99243], [-0.29355, 0.03602, -3.71223], [0.78120, -1.42921, -5.25551], [0.19597, -0.92087, -6.41339], [0.30960, -1.63812, -7.59059], [1.00410, -2.83964, -7.56189], [1.53467, -3.34503, -6.46136], [1.42243, -2.66487, -5.33731], [1.84044, -3.14416, -4.46125], [1.13752, -3.43303, -8.45664], [-0.12678, -1.27519, -8.50766], [-0.32871, 0.02200, -6.36909], [2.58970, -1.22889, -3.44017], [-0.17751, -0.76619, 1.37599], [-1.10325, -0.45342, 3.42325], [-1.79671, -1.15238, 5.35679], [-2.66425, -0.50637, 6.76405], [-3.39251, 0.12300, 3.85110], [-4.24042, 0.70398, 5.28443], [-4.24010, -1.02186, 4.89936]], "nbo_charge": [-0.639, -0.060, -0.520, 0.219, -0.195, -0.146, -0.161, -0.261, 0.303, -0.650, 0.500, 0.232, 0.211, -0.083, -0.327, 0.664, -0.547, -0.314, -0.105, -0.044, 0.397, -0.439, 0.670, -0.574, -0.198, -0.119, -0.254, 0.053, -0.413, 0.056, 0.198, 0.196, 0.225, 0.239, 0.414, 0.236, 0.212, 0.174, 0.197, 0.215, 0.217, 0.221]}



{"formula": "C4H6F2O", "method": "ωB97M-V with the def2-TZVPD basis set", "homo_energy_ha": -0.34194, "e_lumo_ev": 0.04, "e_above_lowest_kcal_mol": 77.9, "elements": ["C", "C", "C", "C", "O", "F", "F", "H", "H", "H", "H", "H", "H"], "coordinates": [[-0.74219, -1.29549, -2.06768], [-1.26375, -0.70332, -1.02470], [0.02286, 0.62027, 2.11531], [-0.82193, 0.57942, -0.40960], [0.66634, 0.29583, 0.83613], [-0.09875, 1.38791, -1.15043], [-1.65683, 1.29087, 0.26392], [-1.20768, -2.11226, -2.54538], [0.13446, -0.89791, -2.48322], [-2.20899, -1.01430, -0.54276], [0.80467, 0.69528, 2.88798], [-0.69873, -0.25589, 2.25803], [-0.37595, 1.62086, 2.00556]], "nbo_charge": [-0.285, -0.313, -0.281, 0.928, -0.634, -0.305, -0.286, 0.212, 0.211, 0.223, 0.190, 0.167, 0.173]}



{"formula": "C39H54N10O5", "method": "ωB97M-V with the def2-TZVPD basis set", "homo_energy_ha": -0.12860, "e_lumo_ev": 4.57, "total_charge": -2, "elements": ["C", "O", "O", "O", "C", "C", "O", "N", "C", "H", "H", "H", "H", "H", "H", "H", "C", "C", "O", "N", "C", "H", "H", "H", "H", "H", "H", "H", "N", "C", "C", "C", "C", "H", "H", "H", "H", "H", "N", "C", "C", "C", "C", "H", "H", "H", "H", "H", "N", "C", "C", "C", "C", "H", "H", "H", "H", "H", "N", "C", "C", "C", "C", "H", "H", "H", "H", "H", "N", "C", "C", "C", "C", "H", "H", "H", "H", "H", "N", "C", "C", "C", "C", "H", "H", "H", "H", "H", "N", "C", "C", "C", "C", "H", "H", "H", "H", "H", "N", "C", "C", "C", "C", "H", "H", "H", "H", "H"], "coordinates": [[-0.06860, -0.10515, 0.09342], [0.59540, 0.04227, -0.96118], [-0.02841, -1.23676, 0.69610], [-0.75687, 0.85717, 0.52137], [1.90365, 2.88918, 1.97552], [1.47743, 2.30816, 3.28906], [1.88325, 2.75128, 4.32996], [0.61535, 1.25325, 3.20672], [-0.08114, 0.63926, 4.32835], [1.32414, 3.80469, 1.84711], [1.64952, 2.24351, 1.13438], [2.96814, 3.11101, 1.92385], [0.31896, 1.00038, 2.27311], [0.14863, -0.42373, 4.41699], [-1.15635, 0.73135, 4.16545], [0.13526, 1.08176, 5.29952], [-0.12750, -3.92463, 3.15413], [1.27147, -3.46661, 3.45926], [2.00264, -4.09194, 4.23300], [1.62663, -2.30975, 2.86743], [2.88937, -1.62933, 2.97142], [-0.73360, -3.14487, 2.69696], [-0.60994, -4.26588, 4.06858], [0.00257, -4.72943, 2.42937], [0.93855, -1.93852, 2.22108], [3.61689, -2.14482, 2.34154], [3.32428, -1.52539, 3.96483], [2.68846, -0.63116, 2.58258], [1.16902, 0.18793, -3.60601], [2.47050, -0.12206, -3.90072], [2.57761, -0.20634, -5.29162], [1.32982, 0.01410, -5.86502], [0.45098, 0.25275, -4.79795], [0.79372, 0.06934, -2.66886], [3.17299, -0.41005, -3.13424], [3.51462, -0.51575, -5.73092], [1.10236, 0.03234, -6.91954], [-0.61351, 0.35459, -4.64766], [-2.55895, -0.73172, 2.10332], [-3.11153, -1.69244, 2.95183], [-4.47113, -1.56980, 2.91661], [-4.79886, -0.51019, 2.04730], [-3.60436, -0.03768, 1.57212], [-1.59603, -0.54859, 1.84122], [-2.49113, -2.32409, 3.56670], [-5.15360, -2.19651, 3.47098], [-5.73095, -0.03709, 1.77935], [-3.35022, 0.71562, 0.84339], [0.53519, 3.23249, -1.63852], [0.27100, 4.43435, -1.03440], [0.94994, 5.39689, -1.75013], [1.41649, 4.80916, -2.91025], [1.11605, 3.42595, -2.84460], [0.33726, 2.29143, -1.31668], [-0.22472, 4.38211, -0.07770], [1.13921, 6.42247, -1.47132], [1.91300, 5.37610, -3.68336], [1.33807, 2.63028, -3.53750], [1.96080, -3.11664, -0.56461], [1.93388, -3.31823, -1.91862], [2.63511, -4.48204, -2.14161], [3.21010, -4.90603, -0.90916], [2.74480, -4.03598, 0.04839], [1.47716, -2.35103, -0.11179], [1.38562, -2.60522, -2.51424], [2.60501, -5.03564, -3.06828], [3.84398, -5.75561, -0.70752], [2.87266, -3.97757, 1.11843], [-2.03221, 3.20631, 1.12298], [-1.89340, 3.74997, 2.37331], [-2.68555, 4.84838, 2.39778], [-3.26992, 5.09915, 1.14127], [-2.93454, 3.98244, 0.42450], [-1.57376, 2.35291, 0.82387], [-1.33296, 3.21440, 3.12358], [-2.84398, 5.44093, 3.28830], [-3.92942, 5.92539, 0.93025], [-3.20896, 3.69253, -0.57924], [-2.71304, 0.99869, -1.73230], [-3.66134, 0.04937, -2.01022], [-4.44552, 0.45851, -3.09440], [-3.74155, 1.55334, -3.62743], [-2.67627, 1.84006, -2.82949], [-2.02006, 0.95842, -0.99472], [-3.75182, -0.82822, -1.38792], [-5.31048, -0.07310, -3.45776], [-4.04749, 2.08017, -4.51935], [-1.86796, 2.55511, -2.86661], [3.23347, 0.90004, -0.76834], [4.09663, 0.00650, -0.20604], [5.33123, 0.66705, -0.12834], [5.25484, 1.80530, -0.84688], [3.94325, 1.97907, -1.24158], [2.25933, 0.62868, -0.88217], [3.76212, -0.96158, 0.13214], [6.21857, 0.22409, 0.30039], [6.09422, 2.47882, -0.93789], [3.44869, 2.80776, -1.72410], [-1.85180, -3.36055, 0.13291], [-1.28128, -4.49417, -0.40068], [-2.28606, -5.33966, -0.81817], [-3.48587, -4.65056, -0.57051], [-3.20301, -3.41742, 0.04307], [-1.29185, -2.58484, 0.47474], [-0.20296, -4.53008, -0.36159], [-2.24886, -6.34124, -1.21699], [-4.44538, -5.05523, -0.85786], [-3.78519, -2.55361, 0.32477]], "mulliken_charge": [-0.209, -1.093, 0.602, 0.851, -0.414, 0.701, -0.745, 0.452, -0.896, 0.198, -0.257, 0.411, -0.652, 0.060, 0.309, 0.404, -0.289, 0.780, -0.785, 0.757, -0.839, -0.504, 0.453, 0.169, -0.756, 0.263, 0.376, 0.174, 1.215, -0.454, -0.756, -0.741, -0.564, -0.043, 0.359, 0.392, 0.403, 0.357, 1.277, -0.746, -0.745, -1.140, -0.284, -0.717, 0.387, 0.390, 0.466, 0.541, 1.558, -0.349, -0.955, -0.604, -0.799, -0.446, 0.162, 0.421, 0.417, 0.284, 1.280, -0.581, -0.887, -0.753, -0.520, -0.358, 0.600, 0.394, 0.434, 0.223, 1.018, -0.538, -0.540, -0.810, -0.398, -0.089, 0.252, 0.402, 0.441, 0.341, 0.691, -0.256, -0.785, -0.876, -0.537, -0.433, 0.327, 0.419, 0.408, 0.488, 1.499, -0.241, -0.948, -0.764, -0.455, -0.328, 0.338, 0.412, 0.378, 0.249, 0.701, -0.274, -0.917, -0.842, -0.316, -0.090, 0.311, 0.429, 0.385, 0.308]}



{"formula": "C23H30N4O5S2", "method": "ωB97M-V with the def2-TZVPD basis set", "smiles": "COCCCN(CCNC(=O)c1ccc(NC2=N[C@@H]3CS(=O)(=O)C[C@@H]3S2)cc1)Cc1ccco1", "homo_energy_ha": -0.31658, "e_lumo_ev": 0.21, "e_above_lowest_kcal_mol": 46.3, "elements": ["C", "H", "O", "C", "C", "H", "H", "C", "N", "C", "H", "C", "N", "C", "O", "C", "C", "C", "C", "C", "C", "H", "H", "N", "C", "N", "C", "C", "H", "H", "S", "O", "O", "C", "C", "H", "S", "H", "H", "H", "H", "H", "H", "H", "H", "H", "H", "C", "C", "C", "C", "C", "O", "H", "H", "H", "H", "H", "H", "H", "H", "H", "H", "H"], "coordinates": [[-1.93444, -0.65843, -2.29407], [-1.51212, -1.20581, -1.44281], [-1.81441, -1.37138, -3.49820], [-0.49454, -1.47546, -3.98569], [0.35753, -2.50120, -3.23114], [-0.14650, -3.46858, -3.26302], [0.44438, -2.19353, -2.18804], [1.76576, -2.58465, -3.82385], [2.72529, -3.02672, -2.82180], [4.09002, -2.60593, -3.09164], [4.73624, -3.13568, -2.38624], [4.25002, -1.08968, -2.87271], [3.45672, -0.64543, -1.75384], [2.33105, 0.08652, -1.92595], [2.06518, 0.65790, -2.96830], [1.44294, 0.18024, -0.73207], [0.70774, 1.34630, -0.53902], [-0.17852, 1.46772, 0.51150], [-0.36072, 0.39830, 1.38420], [0.35504, -0.78203, 1.18391], [1.25005, -0.88896, 0.13884], [1.76914, -1.82446, -0.01470], [0.20074, -1.61998, 1.84953], [-1.24134, 0.44743, 2.46131], [-2.03709, 1.46178, 2.84366], [-2.14383, 2.60583, 2.32573], [-3.08824, 3.48653, 2.93304], [-2.45253, 4.83754, 3.23488], [-2.65758, 5.58331, 2.47591], [-1.38215, 4.75040, 3.39957], [-3.19607, 5.32396, 4.81792], [-4.55035, 5.74626, 4.60810], [-2.32840, 6.18480, 5.56841], [-3.19551, 3.62325, 5.46861], [-3.66165, 2.85104, 4.25942], [-4.75146, 2.83769, 4.22406], [-3.07984, 1.12720, 4.27618], [-3.85751, 3.53528, 6.32326], [-2.17120, 3.39351, 5.75109], [-3.91982, 3.62698, 2.23131], [-1.30521, -0.39366, 3.01792], [-0.74116, 2.37259, 0.66529], [0.84609, 2.16111, -1.23320], [3.57740, -1.15257, -0.89212], [3.90815, -0.52079, -3.73939], [5.30581, -0.85825, -2.70078], [4.42742, -2.85684, -4.10963], [2.62459, -4.44981, -2.51888], [3.06706, -5.35108, -3.62908], [2.39009, -5.89494, -4.68202], [3.34766, -6.60423, -5.44862], [4.53426, -6.43573, -4.80863], [4.37717, -5.67834, -3.70933], [5.52307, -6.78993, -5.02205], [3.17130, -7.15871, -6.34723], [1.34073, -5.81438, -4.88078], [1.58332, -4.66342, -2.27418], [3.24161, -4.64846, -1.63690], [2.05357, -1.58297, -4.14128], [1.77298, -3.23284, -4.71338], [-0.59997, -1.78025, -5.03062], [0.00101, -0.49511, -3.94881], [-1.43743, 0.31656, -2.35899], [-3.00070, -0.51325, -2.12864]], "nbo_charge": [-0.250, 0.159, -0.539, -0.065, -0.434, 0.199, 0.207, -0.245, -0.442, -0.228, 0.195, -0.240, -0.596, 0.674, -0.640, -0.168, -0.137, -0.276, 0.247, -0.263, -0.189, 0.221, 0.207, -0.606, 0.344, -0.525, -0.066, -0.663, 0.262, 0.252, 2.173, -0.943, -0.929, -0.671, -0.362, 0.251, 0.185, 0.260, 0.246, 0.220, 0.406, 0.259, 0.236, 0.393, 0.233, 0.202, 0.185, -0.262, 0.250, -0.307, -0.314, 0.083, -0.408, 0.203, 0.229, 0.228, 0.221, 0.211, 0.217, 0.182, 0.180, 0.185, 0.171, 0.190]}